1.
# C48H62Cl6O24

A 11-piece molecular cluster, C48H62Cl6O24 overall in a non-equilibrium geometry (wB97M-V/def2-TZVPD, the Open Molecules 2025 dataset).

Results
- SMILES: O=C1C=C(O)C(=O)C=C1O.O=C1C=C(O)C(=O)C=C1O.O=C1C=C(O)C(=O)C=C1O.O=C1C=C(O)C(=O)C=C1O.O=C1C=C(O)C(=O)C=C1O.ClC(Cl)Cl.ClC(Cl)Cl.CCOCC.CCOCC.CCOCC.CCOCC
- Orbital gap: 7.6 eV
- E_HOMO: -9.60 eV
- Energy above the lowest of the compared OMol25 structures with the same formula, charge and spin: 52.80 kcal per mole

Each line ends with the Mulliken charge.
Element x y z (Å)
1 O 1.4889 6.3068 -7.1712  -0.6006
2 C 0.9378 5.2830 -6.7475  0.3763
3 C 0.4562 4.1979 -7.5996  -0.7689
4 C -0.2826 3.1454 -7.1352  0.3697
5 O -0.8982 2.1340 -7.8355  -0.5454
6 C -0.7893 3.1313 -5.6786  0.6795
7 O -1.6185 2.3595 -5.2400  -0.5979
8 C -0.1513 4.0980 -4.8146  -0.5072
9 C 0.6573 5.0621 -5.2740  0.4793
10 O 0.9822 6.0460 -4.4025  -0.4847
11 H 0.6859 4.1932 -8.6549  0.4477
12 H -1.2968 1.5075 -7.2269  0.3424
13 H -0.2677 4.0777 -3.7410  0.4843
14 H 0.7300 6.9232 -4.6999  0.3217
15 O 6.9772 6.8002 -6.1052  -0.5942
16 C 6.4866 5.7799 -5.6650  0.8673
17 C 6.1533 4.6352 -6.5286  -0.9074
18 C 5.9432 3.4168 -6.0037  0.5351
19 O 5.7972 2.3254 -6.7368  -0.5165
20 C 5.7771 3.1644 -4.5563  0.7008
21 O 5.6403 2.0337 -4.0098  -0.6377
22 C 5.8674 4.3947 -3.7835  -0.7706
23 C 6.1785 5.5795 -4.2248  0.3005
24 O 6.3105 6.6893 -3.4387  -0.5215
25 H 6.1922 4.7613 -7.6005  0.4514
26 H 5.3414 1.6272 -6.2612  0.2934
27 H 5.8541 4.2354 -2.7154  0.4556
28 H 6.8402 7.3031 -3.9529  0.3455
29 O -6.2814 0.6544 7.8701  -0.6381
30 C -6.2241 1.8745 7.9006  0.9993
31 C -5.9166 2.6819 6.7455  -0.9388
32 C -5.8347 4.0506 6.7815  0.6043
33 O -5.4258 4.7061 5.6602  -0.5160
34 C -6.0560 4.8877 7.9831  0.7256
35 O -5.9666 6.1294 8.0500  -0.6164
36 C -6.4246 4.0421 9.1473  -0.9792
37 C -6.5943 2.6768 9.0755  0.3986
38 O -7.1215 1.9033 10.0533  -0.5519
39 H -5.7430 2.1492 5.8222  0.4160
40 H -5.3690 5.6398 5.8762  0.3314
41 H -6.5582 4.5652 10.0826  0.4049
42 H -7.0975 1.0137 9.6931  0.3602
43 O 3.7039 6.7830 0.8968  -0.5912
44 C 2.5856 7.1557 0.7967  0.5988
45 C 1.4384 6.2847 1.0104  -0.7436
46 C 0.1875 6.6762 1.1007  0.8997
47 O -0.7968 5.7652 1.3722  -0.4536
48 C -0.1612 8.0766 1.0483  0.3828
49 O -1.1966 8.6188 1.2941  -0.5142
50 C 0.9622 9.0178 0.5791  -0.6671
51 C 2.2493 8.6021 0.4485  0.1969
52 O 3.3690 9.4233 0.2871  -0.5430
53 H 1.5882 5.2317 1.1978  0.4088
54 H -0.3861 4.9004 1.3016  0.2358
55 H 0.7255 10.0493 0.3639  0.4490
56 H 4.0864 8.7999 0.1521  0.3416
57 O -2.7316 -4.0141 -2.1633  -0.5892
58 C -3.2610 -4.1608 -3.2406  0.8613
59 C -2.7945 -3.5205 -4.4698  -0.8779
60 C -3.4844 -3.5738 -5.6960  0.4154
61 O -3.0703 -2.8490 -6.7916  -0.4829
62 C -4.8636 -4.2723 -5.8199  0.6583
63 O -5.4742 -4.3384 -6.8717  -0.5976
64 C -5.2624 -4.8971 -4.5810  -0.8697
65 C -4.5444 -4.8800 -3.4325  0.4967
66 O -5.0837 -5.3545 -2.3134  -0.5006
67 H -1.9585 -2.8611 -4.2888  0.4099
68 H -3.6468 -3.0746 -7.5254  0.3441
69 H -6.2117 -5.4121 -4.5822  0.4175
70 H -4.5299 -5.2777 -1.5329  0.3134
71 Cl 3.6095 -3.2551 10.0692  -0.1252
72 C 2.0577 -3.2405 9.0971  0.0280
73 Cl 2.3713 -2.9981 7.3224  -0.0920
74 Cl 0.9716 -1.9959 9.8693  -0.1130
75 H 1.6157 -4.2128 9.3149  0.3018
76 Cl -1.0191 5.0421 9.7796  -0.1168
77 C 0.0195 5.9067 8.6306  0.0489
78 Cl 0.7281 7.2714 9.4978  -0.1261
79 Cl -0.7802 6.6582 7.2228  -0.1036
80 H 0.8055 5.2252 8.3052  0.2979
81 C -0.0745 1.1216 4.5578  -1.2826
82 C 0.3637 0.3416 3.2887  -0.1378
83 O 0.3051 1.2084 2.1766  -0.2231
84 C 0.5252 0.5940 0.9626  -0.2685
85 C 2.0957 0.2400 0.8371  -1.0665
86 H -1.1480 1.2657 4.4356  0.2769
87 H -0.0627 0.6408 5.5360  0.3682
88 H 0.4076 2.0802 4.7495  0.3250
89 H 1.3659 -0.0300 3.5019  0.2733
90 H -0.3826 -0.4514 3.2394  0.2375
91 H -0.1156 -0.2580 0.7354  0.2870
92 H 0.2499 1.3204 0.1979  0.2464
93 H 2.4053 -0.5647 1.5039  0.3035
94 H 2.7320 1.1222 0.9064  0.2622
95 H 2.3364 -0.2196 -0.1215  0.4006
96 C 3.3533 -1.2355 -9.7139  -1.2249
97 C 3.0763 -2.3184 -8.6793  -0.1633
98 O 3.5960 -1.6937 -7.4470  -0.2518
99 C 3.4551 -2.5783 -6.3932  -0.3467
100 C 4.4738 -3.7608 -6.2815  -1.0719
101 H 4.4174 -1.0818 -9.8933  0.2942
102 H 2.8487 -1.4357 -10.6591  0.3869
103 H 2.9162 -0.3115 -9.3356  0.2727
104 H 2.0060 -2.4797 -8.5507  0.2918
105 H 3.5686 -3.2385 -8.9941  0.2707
106 H 3.6357 -2.0110 -5.4802  0.2689
107 H 2.4186 -2.8942 -6.2747  0.3277
108 H 4.3620 -4.4423 -7.1247  0.3023
109 H 4.3663 -4.2918 -5.3357  0.3744
110 H 5.4859 -3.3562 -6.2884  0.2687
111 C -5.2978 -3.8508 3.4340  -1.0770
112 C -4.3905 -5.0611 3.3191  -0.3139
113 O -4.9846 -6.1521 2.7225  -0.3175
114 C -6.2054 -6.6464 3.3178  -0.1248
115 C -6.3948 -8.0059 2.6658  -1.3218
116 H -5.7853 -3.7230 2.4675  0.2845
117 H -5.9213 -3.9348 4.3241  0.2936
118 H -4.7402 -2.9190 3.5292  0.3922
119 H -3.5945 -4.8170 2.6157  0.3056
120 H -3.9851 -5.3386 4.2921  0.2741
121 H -6.0436 -6.7707 4.3885  0.3354
122 H -7.0901 -6.1243 2.9533  0.2570
123 H -5.6155 -8.6848 3.0118  0.3242
124 H -6.4520 -7.9590 1.5783  0.2965
125 H -7.3370 -8.4673 2.9616  0.3923
126 C 3.6535 -5.9445 0.9737  -1.1404
127 C 2.7715 -6.4882 2.1185  -0.1590
128 O 3.2888 -7.7916 2.5772  -0.3028
129 C 2.6686 -8.2213 3.7720  -0.1195
130 C 3.5439 -9.3471 4.2676  -1.2546
131 H 3.0041 -5.1684 0.5687  0.3390
132 H 4.5061 -5.3895 1.3651  0.2950
133 H 4.0113 -6.5833 0.1662  0.3194
134 H 2.7959 -5.7811 2.9476  0.2656
135 H 1.7978 -6.6447 1.6543  0.2332
136 H 2.7894 -7.4520 4.5347  0.2427
137 H 1.6299 -8.5363 3.6718  0.2862
138 H 4.5876 -9.0326 4.2632  0.3026
139 H 3.4178 -10.2406 3.6563  0.3063
140 H 3.1901 -9.6923 5.2391  0.3872


2.
# C29H15CuF5N4O7

C29H15CuF5N4O7 as an isolated structure in a non-equilibrium geometry (wB97M-V/def2-TZVPD, the Open Molecules 2025 dataset).

Results
- Net charge: -2
- 2S+1: 2
- ⟨S²⟩: 0.75
- Orbital gap (spin up / spin down): 6.5 / 6.5 eV
- E_HOMO (spin up / spin down): -2.46 / -2.45 eV

Each line ends with the Mulliken charge.
Element x y z (Å)
1 Cu 0.7261 1.7539 1.3653  0.0178
2 O 3.0079 1.0274 -2.2031  -0.8439
3 C 2.4494 1.1667 -1.1142  0.0883
4 O 1.2571 1.4510 -0.8775  -0.4440
5 C 3.3223 0.9159 0.1442  0.4448
6 C 4.5971 0.3657 0.0757  -0.8172
7 C 5.2530 0.0737 1.2619  -0.0871
8 C 4.6273 0.3327 2.4723  -0.7414
9 C 3.3619 0.9108 2.4530  0.2720
10 N 2.7726 1.1826 1.3082  0.5258
11 C 2.5461 1.2515 3.7351  0.2523
12 O 3.0864 0.9784 4.8076  -0.8291
13 O 1.4327 1.7806 3.5306  -0.4780
14 H 5.0209 0.1676 -0.8968  0.5068
15 H 6.2429 -0.3706 1.2404  0.3866
16 H 5.0824 0.0958 3.4237  0.5032
17 C 1.8289 -5.6872 -2.9701  -0.8127
18 O 0.6397 -6.3196 -2.5723  -0.4611
19 C -0.4675 -5.5156 -2.3864  0.8435
20 C -0.5176 -4.1578 -2.6802  -0.4422
21 C -1.6499 -3.4322 -2.3846  -0.2394
22 C -2.7646 -4.0337 -1.7826  -0.0670
23 C -2.7344 -5.4135 -1.5709  -0.3556
24 C -1.5989 -6.1370 -1.8618  -0.4379
25 N -3.9186 -3.2971 -1.5719  -0.8569
26 N -3.9150 -2.1476 -1.0651  -0.3432
27 C -2.8666 -1.6531 -0.3428  -0.1278
28 C -2.0244 -2.4395 0.4623  -0.1136
29 C -0.9906 -1.9135 1.1899  -1.1768
30 C -0.6590 -0.5401 1.1345  1.5152
31 O 0.3366 -0.0599 1.7436  -0.4385
32 C -1.5325 0.2913 0.3388  0.2802
33 N -1.2062 1.5881 0.2831  -0.2874
34 C -1.8881 2.3963 -0.4846  -0.3004
35 C -2.9747 1.9620 -1.2538  -1.1745
36 C -3.3491 0.6436 -1.1940  -0.5604
37 C -2.6296 -0.2456 -0.3752  0.7142
38 H 2.5819 -6.4743 -3.0110  0.2231
39 H 2.1503 -4.9174 -2.2580  0.3570
40 H 1.7312 -5.2367 -3.9646  0.3133
41 H 0.3250 -3.6356 -3.1054  0.3840
42 H -1.6755 -2.3722 -2.5939  0.3671
43 H -3.5908 -5.8975 -1.1201  0.3570
44 H -1.5528 -7.1959 -1.6558  0.3866
45 H -2.2351 -3.4980 0.5556  0.3728
46 H -0.3937 -2.5474 1.8281  0.4688
47 H -1.5699 3.4299 -0.5125  0.6252
48 H -3.4949 2.6612 -1.8963  0.3877
49 H -4.1794 0.2580 -1.7688  0.4556
50 F -2.4637 7.7986 1.6043  -0.3498
51 C -1.5782 6.7665 1.5601  0.5132
52 C -1.9429 5.4912 1.9767  0.1650
53 F -3.2028 5.2903 2.4307  -0.3428
54 C -1.0448 4.4438 1.9422  0.0055
55 F -1.4597 3.2566 2.4373  -0.4520
56 C 0.2772 4.5571 1.4084  0.7404
57 O 1.1101 3.6268 1.2677  -0.4515
58 C 0.6028 5.9007 1.0329  -0.0232
59 F 1.8521 6.1563 0.5786  -0.3532
60 C -0.2760 6.9601 1.1172  0.2669
61 F 0.1255 8.2058 0.7644  -0.3312


3.
# C6H4O

A 2-piece molecular cluster, C6H4O overall in a non-equilibrium geometry (wB97M-V/def2-TZVPD, the Open Molecules 2025 dataset).

Results
- Orbital gap (spin up / spin down): 6.7 / 7.8 eV
- E_HOMO (spin up / spin down): -9.13 / -9.05 eV
- Energy above the lowest of the compared OMol25 structures with the same formula, charge and spin: 141.85 kcal per mole

Each line ends with the Mulliken charge.
Element x y z (Å)
1 C -1.5486 -1.0574 -2.6950  -0.4085
2 C -0.9765 -0.5990 -1.6318  -0.1982
3 C -0.4182 -0.3677 -0.3622  0.5691
4 C 0.6022 -0.9326 0.3460  -0.3571
5 C 0.9349 0.0031 1.3618  -0.3521
6 C 0.0880 1.0548 1.1931  -0.3442
7 O -0.7409 0.8481 0.1574  -0.2678
8 H -0.4685 1.1779 -2.4826  0.1154
9 H 1.0177 -1.9123 0.1630  0.4351
10 H 1.6527 -0.1324 2.1546  0.3918
11 H -0.1428 1.9175 1.7957  0.4165


4.
# C52H71GeN6O8P2STi

C52H71GeN6O8P2STi as an isolated structure in a non-equilibrium geometry (wB97M-V/def2-TZVPD, the Open Molecules 2025 dataset).

Results
- Net charge: -2
- 2S+1: 4
- ⟨S²⟩: 3.81
- Orbital gap (spin up / spin down): 4.5 / 6.0 eV
- E_HOMO (spin up / spin down): -0.62 / -2.10 eV
- Energy above the lowest of the compared OMol25 structures with the same formula, charge and spin: 0.00 kcal per mole

Each line ends with the Mulliken charge.
Element x y z (Å)
1 Ti 0.9162 -0.3204 0.0233  -1.6710
2 N -0.2098 1.6340 -3.7993  -0.5247
3 C -0.2143 1.2776 -2.4520  0.4075
4 S 0.5725 2.2904 -1.3321  -0.3891
5 N -0.8844 0.2033 -2.1662  -1.1849
6 N -0.9908 -0.1731 -0.8512  1.6755
7 C -1.7422 -1.2811 -0.7352  -2.0355
8 C -2.4774 -1.7054 0.3932  0.7911
9 C -3.2411 -2.8983 0.2816  -0.7575
10 C -4.0543 -3.2876 1.3116  -0.8257
11 C -4.1081 -2.4955 2.4608  -1.3281
12 C -3.3235 -1.3564 2.4991  -0.2521
13 N -2.5371 -0.9587 1.5158  1.0735
14 H 0.5667 2.2287 -4.0399  0.3290
15 H -0.3247 0.8354 -4.4074  0.3032
16 H -1.9589 -1.7846 -1.6766  0.4378
17 H -3.1802 -3.4777 -0.6319  0.4546
18 H -4.6430 -4.1954 1.2381  0.3999
19 H -4.7455 -2.7571 3.2945  0.4352
20 H -3.3466 -0.7113 3.3704  0.1603
21 O 0.8332 0.8905 1.4297  1.8034
22 C 1.6835 1.7465 1.9126  -0.5628
23 C 2.8684 2.1279 1.2593  0.5233
24 C 3.7396 3.1071 1.7651  -0.9870
25 C 4.7979 3.5742 0.9954  -0.7548
26 C 4.9513 3.1365 -0.3293  -0.6891
27 C 4.1601 2.1186 -0.8093  -0.2651
28 C 3.1794 1.5137 -0.0079  0.2023
29 O 2.5902 0.4119 -0.3883  1.0063
30 N 5.7389 4.4910 1.5258  1.0048
31 O 5.6635 4.8081 2.7108  -0.6664
32 O 6.6282 4.9293 0.7954  -0.6856
33 H 1.4139 2.2456 2.8470  -0.2701
34 H 3.5843 3.5173 2.7532  0.6680
35 H 5.7004 3.6025 -0.9509  0.5040
36 H 4.2794 1.7629 -1.8221  0.4068
37 C -0.3140 2.0188 5.8044  -0.6503
38 C -0.4975 0.7748 5.2174  -0.8170
39 C -0.9979 0.6753 3.9265  0.4723
40 C -1.3660 1.8113 3.2067  -0.0354
41 C -1.2128 3.0525 3.8248  -0.2694
42 C -0.6782 3.1592 5.1035  -0.8879
43 Ge -1.7872 1.6790 1.2173  4.0488
44 C -3.8365 1.5438 1.2020  -0.5787
45 C -4.5465 1.5939 2.3999  -0.3332
46 C -5.8922 1.2602 2.4558  -0.7592
47 C -6.5673 0.8965 1.2999  -0.5356
48 C -5.8844 0.8710 0.0915  -0.6916
49 C -4.5324 1.1822 0.0509  -0.5056
50 C -1.6724 3.7098 0.8413  -0.6288
51 C -2.8249 4.4350 0.5527  -0.4627
52 C -2.7674 5.7916 0.2522  -0.7674
53 C -1.5459 6.4447 0.2206  -0.6040
54 C -0.3892 5.7413 0.5298  -1.0452
55 C -0.4555 4.3912 0.8350  -0.3086
56 H 0.1320 2.1010 6.7896  0.3441
57 H -0.2353 -0.1287 5.7559  0.4471
58 H -1.0759 -0.2971 3.4606  -0.6526
59 H -1.4990 3.9519 3.2940  0.4613
60 H -0.5322 4.1371 5.5489  0.3971
61 H -4.0245 1.8957 3.3019  0.3562
62 H -6.4140 1.2691 3.4071  0.3563
63 H -7.6201 0.6391 1.3389  0.3231
64 H -6.4095 0.5905 -0.8155  0.3649
65 H -3.9987 1.1310 -0.8928  0.4039
66 H -3.7833 3.9298 0.5721  0.2713
67 H -3.6814 6.3394 0.0454  0.3708
68 H -1.4932 7.4965 -0.0388  0.3222
69 H 0.5688 6.2484 0.5335  0.4209
70 H 0.4586 3.8565 1.0606  0.6197
71 C 2.5350 -0.1693 -3.8829  -2.1064
72 C 3.3147 -1.4439 -3.5432  2.9790
73 C 4.5269 -0.9669 -2.7377  -1.9435
74 C 3.8103 -2.1215 -4.8197  -2.1160
75 P 2.1650 -2.4425 -2.3276  -2.1456
76 N 1.2957 -1.5756 -1.4099  0.6884
77 C 3.3567 -3.6764 -1.4294  2.8659
78 C 2.4578 -4.7309 -0.7780  -2.4905
79 C 4.0037 -2.8932 -0.2798  -1.9063
80 C 4.4315 -4.3909 -2.2485  -2.0343
81 C 0.9731 -3.5019 -3.4258  2.9279
82 C -0.1257 -4.0362 -2.4946  -2.0932
83 C 0.2837 -2.4779 -4.3348  -2.0999
84 C 1.5631 -4.6393 -4.2552  -2.0535
85 H 3.2139 0.6182 -4.2250  0.5330
86 H 2.0421 0.1831 -2.9751  0.5153
87 H 1.7926 -0.3253 -4.6621  0.2001
88 H 5.0582 -0.1934 -3.3018  0.7476
89 H 5.2396 -1.7645 -2.5433  0.2659
90 H 4.1833 -0.5492 -1.7938  -0.2512
91 H 4.5204 -1.4503 -5.3134  0.5444
92 H 2.9987 -2.3170 -5.5196  0.3130
93 H 4.3256 -3.0603 -4.6170  0.2416
94 H 1.6355 -4.2384 -0.2595  0.2705
95 H 3.0271 -5.3000 -0.0373  0.8740
96 H 2.0684 -5.4398 -1.5088  0.2632
97 H 3.2735 -2.1985 0.1359  0.0933
98 H 4.8839 -2.3350 -0.5892  0.4292
99 H 4.3177 -3.5832 0.5075  0.6977
100 H 4.0022 -4.9639 -3.0708  0.2809
101 H 4.9644 -5.0881 -1.5934  0.4818
102 H 5.1667 -3.7015 -2.6590  0.3496
103 H -0.3005 -3.3034 -1.7047  0.2069
104 H 0.1321 -4.9902 -2.0379  0.1469
105 H -1.0589 -4.1766 -3.0482  0.7451
106 H -0.0368 -1.6302 -3.7227  0.2856
107 H -0.6006 -2.9133 -4.8095  0.6134
108 H 0.9416 -2.1269 -5.1282  0.3379
109 H 1.9204 -5.4511 -3.6214  0.3383
110 H 2.3900 -4.3077 -4.8808  0.2358
111 H 0.7871 -5.0479 -4.9102  0.5152
112 C 3.1532 -0.5604 3.5761  -0.9773
113 C 2.7430 -1.9195 4.1331  2.0251
114 C 3.6303 -3.0073 3.5313  -1.2865
115 C 2.8490 -1.9187 5.6589  -1.9920
116 O 1.3606 -2.1824 3.8720  0.0559
117 P 0.6361 -2.5402 2.4714  -1.6177
118 O -0.8027 -2.4932 2.7463  -1.4325
119 O 1.2637 -1.7463 1.3430  2.8170
120 O 1.1217 -4.0684 2.1518  1.2981
121 C 0.4201 -5.2186 2.6354  1.7723
122 C 0.2019 -5.1452 4.1488  -1.5255
123 C -0.9259 -5.3744 1.9242  -1.0572
124 C 1.3080 -6.4194 2.2991  -1.8808
125 H 4.1530 -0.3004 3.9260  0.5759
126 H 2.4493 0.2018 3.9085  0.1660
127 H 3.1505 -0.5825 2.4869  -0.4111
128 H 4.6827 -2.7651 3.6832  0.5634
129 H 3.4241 -3.0676 2.4665  -0.0580
130 H 3.4106 -3.9758 3.9831  0.2890
131 H 3.8825 -1.7650 5.9698  0.3653
132 H 2.4861 -2.8698 6.0514  0.3965
133 H 2.2276 -1.1200 6.0633  0.3295
134 H -0.3768 -4.2532 4.3776  0.1921
135 H 1.1586 -5.0795 4.6696  0.2777
136 H -0.3344 -6.0305 4.4934  0.5466
137 H -1.5736 -4.5455 2.1948  0.0183
138 H -1.3953 -6.3197 2.2037  0.5284
139 H -0.7749 -5.3505 0.8437  0.0369
140 H 2.3104 -6.2735 2.7029  0.3812
141 H 1.3870 -6.5318 1.2184  0.2416
142 H 0.8821 -7.3308 2.7196  0.4308